Record 1
{"formula": "C3H4O", "method": "ωB97M-V/def2-TZVPD", "homo_energy_ev": -9.3, "de_lowest_ev": 3.805, "orbital_gap_ev": 9.87, "elements": ["O", "C", "C", "C", "H", "H", "H", "H"], "coordinates": [[2.86, 0.32, 0.00], [-1.15, 0.30, 0.08], [-2.00, -0.70, -0.33], [-0.58, -0.82, -0.55], [-2.98, -0.89, -0.25], [-0.94, 1.24, 0.44], [1.86, 0.45, -0.30], [2.92, 0.09, 0.92]]}

=====

Record 2
{"formula": "C30H88O14", "method": "ωB97M-V/def2-TZVPD", "homo_energy_ev": -9.9, "de_lowest_ev": 0.838, "orbital_gap_ev": 10.13, "elements": ["O", "O", "O", "O", "O", "O", "O", "O", "O", "O", "O", "O", "O", "O", "C", "C", "C", "C", "C", "C", "C", "C", "C", "C", "C", "C", "C", "C", "C", "C", "C", "C", "C", "C", "C", "C", "C", "C", "C", "C", "C", "C", "C", "C", "H", "H", "H", "H", "H", "H", "H", "H", "H", "H", "H", "H", "H", "H", "H", "H", "H", "H", "H", "H", "H", "H", "H", "H", "H", "H", "H", "H", "H", "H", "H", "H", "H", "H", "H", "H", "H", "H", "H", "H", "H", "H", "H", "H", "H", "H", "H", "H", "H", "H", "H", "H", "H", "H", "H", "H", "H", "H", "H", "H", "H", "H", "H", "H", "H", "H", "H", "H", "H", "H", "H", "H", "H", "H", "H", "H", "H", "H", "H", "H", "H", "H", "H", "H", "H", "H", "H", "H"], "coordinates": [[-4.14, 0.27, -4.60], [0.23, 1.34, 1.80], [1.15, -2.16, 3.35], [-1.50, -3.16, 3.36], [-0.11, 1.84, 4.54], [-1.23, -0.93, -6.89], [5.59, 3.12, 3.94], [-2.08, 5.81, 0.40], [3.74, -2.95, 0.10], [-2.90, 3.15, 4.95], [0.70, 4.24, 1.82], [-2.78, -5.40, -1.76], [0.02, -0.53, 5.81], [5.35, -1.49, -5.06], [4.20, -3.91, 1.05], [3.55, 1.86, 3.87], [-1.58, -4.61, -1.88], [1.50, -0.41, 0.74], [-6.21, 0.09, -3.30], [-2.49, -2.52, 4.24], [5.41, -4.61, 0.44], [-3.63, 3.60, 3.82], [-3.43, 2.65, 2.61], [-4.00, 0.31, -2.20], [3.75, -1.63, -3.39], [0.62, 0.62, -7.02], [0.15, 0.25, 0.85], [-3.30, -1.66, 3.31], [-3.16, -3.54, 5.01], [-4.84, 0.72, -3.44], [4.41, 2.95, 1.75], [0.06, -0.48, -4.88], [4.29, 3.07, 3.26], [-1.27, 5.82, -0.81], [0.17, 6.27, -0.67], [-1.44, -3.72, -0.63], [-0.49, 0.12, -6.13], [3.07, -4.85, 1.38], [-0.47, 0.70, -0.48], [5.13, -2.08, -3.72], [-1.63, -3.74, -3.12], [-1.39, 4.35, -1.34], [5.42, -3.55, -3.72], [-3.09, 4.95, 3.42], [-3.83, -3.15, 5.81], [-3.90, -2.31, 2.58], [0.64, 5.54, -0.01], [0.70, 0.20, -4.38], [4.84, 3.91, 1.39], [3.39, 2.80, 1.36], [-1.71, -4.27, 0.31], [-2.52, -3.14, -3.06], [5.87, -5.32, 1.13], [5.05, 2.12, 1.47], [-0.55, -0.13, -1.20], [-1.17, 0.94, -5.93], [-0.46, -3.32, -0.50], [4.73, -4.04, -4.45], [-4.68, 3.72, 4.00], [6.21, -1.82, -5.40], [-3.04, 5.61, 4.33], [-3.81, 2.94, 1.66], [2.54, 1.81, 3.42], [4.08, 0.95, 3.60], [0.71, -0.34, 6.42], [0.76, 2.06, 1.41], [-2.93, 3.88, 5.56], [-3.89, -4.04, 4.36], [3.60, -0.65, -3.82], [-0.75, -3.11, -3.26], [-3.85, 1.65, 2.76], [0.53, -1.41, -5.13], [4.62, -3.42, 1.93], [-6.99, 0.52, -4.00], [2.99, -2.44, 0.45], [-0.20, 0.25, 5.29], [-3.02, 0.83, -2.29], [-3.93, -0.91, 3.70], [-0.75, -5.34, -1.90], [-1.78, -4.07, 3.20], [-6.24, -1.03, -3.43], [3.70, 3.95, 3.50], [1.54, -0.96, 1.69], [-4.65, 0.50, -5.37], [5.86, -1.56, -3.05], [-0.82, 3.63, -0.72], [-0.17, 4.53, 1.45], [0.77, 6.25, -1.59], [6.06, -3.84, 0.14], [3.57, 1.84, 4.97], [2.39, 0.25, 0.76], [1.52, -1.05, -0.12], [-0.53, -0.50, 1.23], [-1.70, -4.36, -4.07], [-3.07, -5.68, -2.61], [-4.34, 0.64, -1.24], [3.54, -1.73, -2.27], [-0.12, 1.59, 3.61], [-2.17, -2.91, -0.77], [-0.96, 4.22, -2.32], [-0.85, 2.41, 4.81], [-2.46, -4.19, 5.50], [0.06, 1.58, -0.82], [2.32, -4.35, 2.00], [-5.00, 1.80, -3.46], [-3.71, 5.46, 2.70], [-1.88, -1.88, 4.85], [3.09, -2.34, -3.81], [1.37, -0.12, -7.27], [5.09, -5.10, -0.49], [1.02, -1.59, 4.14], [6.44, -3.74, -4.01], [6.13, 3.58, 3.29], [2.51, -5.16, 0.48], [-1.49, 1.11, -0.42], [5.40, -4.03, -2.73], [-1.88, -1.32, -6.31], [0.26, 7.19, -0.16], [0.22, 0.89, -8.02], [-6.60, 0.22, -2.32], [-2.64, 6.60, 0.44], [-2.60, -1.15, 2.68], [1.19, 1.49, -6.70], [0.60, 4.41, 2.81], [-3.85, -0.78, -2.14], [-2.05, 4.85, 3.05], [0.29, -2.59, 3.22], [-2.39, 3.96, -1.44], [-0.76, -0.73, -4.24], [-2.34, 2.42, 2.56], [3.36, -5.72, 2.01], [-1.83, 6.42, -1.57]]}

=====

Record 3
{"formula": "C27H41BrN2P2Ru", "method": "ωB97M-V/def2-TZVPD", "s2": 6.099, "homo_energy_ev": [-19.3, -19.3], "spin_multiplicity": 5, "total_charge": 4, "orbital_gap_ev": [5.89, 5.27], "elements": ["Ru", "Br", "P", "P", "N", "N", "C", "C", "C", "C", "C", "C", "C", "C", "C", "C", "C", "C", "C", "C", "C", "C", "C", "C", "C", "C", "C", "C", "C", "C", "C", "C", "C", "H", "H", "H", "H", "H", "H", "H", "H", "H", "H", "H", "H", "H", "H", "H", "H", "H", "H", "H", "H", "H", "H", "H", "H", "H", "H", "H", "H", "H", "H", "H", "H", "H", "H", "H", "H", "H", "H", "H", "H", "H"], "coordinates": [[-0.12, -0.26, 0.14], [-0.77, 1.89, 1.04], [-2.01, -1.06, -0.50], [-1.97, 3.64, -4.56], [1.09, -0.39, 1.88], [5.52, -5.02, -8.97], [-2.65, -2.39, -2.99], [-3.25, -3.50, 0.28], [1.84, -2.81, -2.52], [-0.73, 5.50, -2.90], [-0.68, 2.68, -6.86], [3.85, -3.52, -8.13], [0.89, -0.89, -1.48], [5.22, -4.74, -6.60], [4.18, -3.80, -6.79], [1.93, -0.63, -3.61], [-3.48, -0.31, 0.31], [1.19, -2.25, -1.43], [3.49, -3.17, -5.67], [-0.58, 2.70, -5.34], [1.26, -0.05, -2.53], [-2.40, -1.03, -2.31], [-4.91, -0.63, -0.18], [5.86, -5.32, -7.71], [-3.07, 2.24, -4.07], [-4.55, 2.64, -4.05], [4.54, -4.14, -9.18], [0.83, 0.52, 4.31], [2.91, -2.63, -4.74], [-1.91, -2.82, 0.01], [0.93, 0.10, 2.94], [-1.19, 4.04, -2.93], [2.22, -2.02, -3.63], [-0.99, 3.66, -7.25], [5.56, -5.03, -5.61], [-3.26, -0.36, -2.45], [2.05, -3.87, -2.49], [-2.82, -2.21, -4.07], [-3.26, 0.77, 0.27], [2.23, 0.00, -4.44], [-1.53, -0.53, -2.78], [-1.79, -3.06, -2.90], [-1.27, -2.81, 0.91], [-3.77, -3.04, 1.12], [6.67, -6.05, -7.58], [-1.45, 6.15, -3.40], [1.63, 0.08, 4.92], [-5.18, 1.75, -4.08], [1.01, 1.00, -2.44], [-0.14, 0.21, 4.72], [0.89, 1.62, 4.37], [-5.14, -0.15, -1.14], [-5.13, -1.70, -0.27], [-3.90, -3.49, -0.60], [-3.37, -0.57, 1.38], [-0.35, 3.35, -2.75], [-1.39, 1.93, -7.22], [0.24, 5.63, -3.38], [3.06, -2.81, -8.39], [-3.55, -2.89, -2.60], [0.91, -2.79, -0.53], [-2.74, 1.89, -3.09], [-3.07, -4.56, 0.53], [0.30, 2.45, -7.29], [-2.90, 1.44, -4.81], [-1.34, -3.36, -0.76], [-4.80, 3.19, -3.13], [-1.95, 3.85, -2.17], [0.34, 3.19, -5.01], [-5.61, -0.22, 0.56], [4.30, -3.93, -10.23], [-0.60, 1.68, -4.93], [-0.63, 5.84, -1.86], [-4.81, 3.27, -4.90]]}

=====

> Which formula does entry 3 have?

C27H41BrN2P2Ru

=====

Repeat the third record exactly.
{"formula": "C27H41BrN2P2Ru", "method": "ωB97M-V/def2-TZVPD", "s2": 6.099, "homo_energy_ev": [-19.3, -19.3], "spin_multiplicity": 5, "total_charge": 4, "orbital_gap_ev": [5.89, 5.27], "elements": ["Ru", "Br", "P", "P", "N", "N", "C", "C", "C", "C", "C", "C", "C", "C", "C", "C", "C", "C", "C", "C", "C", "C", "C", "C", "C", "C", "C", "C", "C", "C", "C", "C", "C", "H", "H", "H", "H", "H", "H", "H", "H", "H", "H", "H", "H", "H", "H", "H", "H", "H", "H", "H", "H", "H", "H", "H", "H", "H", "H", "H", "H", "H", "H", "H", "H", "H", "H", "H", "H", "H", "H", "H", "H", "H"], "coordinates": [[-0.12, -0.26, 0.14], [-0.77, 1.89, 1.04], [-2.01, -1.06, -0.50], [-1.97, 3.64, -4.56], [1.09, -0.39, 1.88], [5.52, -5.02, -8.97], [-2.65, -2.39, -2.99], [-3.25, -3.50, 0.28], [1.84, -2.81, -2.52], [-0.73, 5.50, -2.90], [-0.68, 2.68, -6.86], [3.85, -3.52, -8.13], [0.89, -0.89, -1.48], [5.22, -4.74, -6.60], [4.18, -3.80, -6.79], [1.93, -0.63, -3.61], [-3.48, -0.31, 0.31], [1.19, -2.25, -1.43], [3.49, -3.17, -5.67], [-0.58, 2.70, -5.34], [1.26, -0.05, -2.53], [-2.40, -1.03, -2.31], [-4.91, -0.63, -0.18], [5.86, -5.32, -7.71], [-3.07, 2.24, -4.07], [-4.55, 2.64, -4.05], [4.54, -4.14, -9.18], [0.83, 0.52, 4.31], [2.91, -2.63, -4.74], [-1.91, -2.82, 0.01], [0.93, 0.10, 2.94], [-1.19, 4.04, -2.93], [2.22, -2.02, -3.63], [-0.99, 3.66, -7.25], [5.56, -5.03, -5.61], [-3.26, -0.36, -2.45], [2.05, -3.87, -2.49], [-2.82, -2.21, -4.07], [-3.26, 0.77, 0.27], [2.23, 0.00, -4.44], [-1.53, -0.53, -2.78], [-1.79, -3.06, -2.90], [-1.27, -2.81, 0.91], [-3.77, -3.04, 1.12], [6.67, -6.05, -7.58], [-1.45, 6.15, -3.40], [1.63, 0.08, 4.92], [-5.18, 1.75, -4.08], [1.01, 1.00, -2.44], [-0.14, 0.21, 4.72], [0.89, 1.62, 4.37], [-5.14, -0.15, -1.14], [-5.13, -1.70, -0.27], [-3.90, -3.49, -0.60], [-3.37, -0.57, 1.38], [-0.35, 3.35, -2.75], [-1.39, 1.93, -7.22], [0.24, 5.63, -3.38], [3.06, -2.81, -8.39], [-3.55, -2.89, -2.60], [0.91, -2.79, -0.53], [-2.74, 1.89, -3.09], [-3.07, -4.56, 0.53], [0.30, 2.45, -7.29], [-2.90, 1.44, -4.81], [-1.34, -3.36, -0.76], [-4.80, 3.19, -3.13], [-1.95, 3.85, -2.17], [0.34, 3.19, -5.01], [-5.61, -0.22, 0.56], [4.30, -3.93, -10.23], [-0.60, 1.68, -4.93], [-0.63, 5.84, -1.86], [-4.81, 3.27, -4.90]]}